Entry from the OMol25 dataset: 2 unconnected molecules or ions with the total composition C5H11N3O at a distorted geometry (wB97M-V/def2-TZVPD).

Output
Kohn-Sham gap: 0.3329 hartree
highest occupied orbital energy: -0.306 Ha
largest force on an atom: 3.9 eV/A
relative energy (zero: lowest compared OMol25 entry of this formula, charge and spin): 547.0 kJ/mol
electronic energy: -11876.10200 eV

Each line ends with the Löwdin charge.
Cartesian coordinates (Å):
1 C 1.44651 2.04234 1.13817  -0.0749
2 C 1.07490 0.65366 1.56193  -0.4236
3 C -0.57546 0.42507 1.94208  -0.2225
4 N 1.96077 -0.09969 2.07546  0.1118
5 N -1.24427 -0.53912 1.58069  0.0317
6 H 1.60067 -1.01872 2.34423  0.0550
7 H -0.67995 -1.11336 0.65007  0.0723
8 H -0.92532 1.32291 2.44316  0.0853
9 H 2.23187 2.01239 0.38349  0.0774
10 H 0.59243 2.55406 0.69194  0.0703
11 H 1.78706 2.64346 1.98127  0.0824
12 N 0.30318 -1.36563 -0.47594  0.0148
13 C -1.37093 -0.96698 -2.04097  -0.2233
14 C -1.83376 -0.63788 -3.23392  0.0220
15 O -0.03816 -0.79952 -1.73629  -0.1284
16 H 0.79627 -2.23977 -0.65342  0.1247
17 H 0.94248 -0.64055 0.00328  0.1017
18 H -1.99991 -1.25353 -1.20616  0.1098
19 H -2.88154 -0.74454 -3.45249  0.0529
20 H -1.18685 -0.23460 -3.99659  0.0607



Entry from the OMol25 dataset: a molecular structure, C3H5InO2 at a distorted geometry (wB97M-V/def2-TZVPD).

Output
Kohn-Sham gap: 0.1733 hartree
highest occupied orbital energy: 0.045 Ha
largest force on an atom: 2.8 eV/A
total charge: -2
electronic energy: -12454.36264 eV

Each line ends with the Löwdin charge.
Cartesian coordinates (Å):
1 C 0.34208 1.56556 1.24614  -0.2440
2 C -0.70006 0.68797 1.15916  -0.3458
3 In -0.85167 -0.44520 -0.82940  0.2707
4 C 1.06309 -1.63465 -0.98721  -0.8669
5 O 1.82766 -1.65748 0.01431  -0.2228
6 O 1.30921 -2.23065 -2.06801  -0.2335
7 H 0.31206 2.53724 0.75120  -0.0036
8 H 1.27348 1.27619 1.75662  0.0134
9 H -1.38292 0.47916 1.98648  -0.0396
10 H -2.36011 -1.42549 -0.91624  -0.1731
11 H -0.83284 0.84735 -2.11304  -0.1549



Entry from the OMol25 dataset: 2 unconnected molecules or ions with the total composition C20H32P at a distorted geometry (wB97M-V/def2-TZVPD).

Output
Kohn-Sham gap: 0.1936 hartree
highest occupied orbital energy: -0.395 Ha
largest force on an atom: 1.2 eV/A
total charge: +1
relative energy (zero: lowest compared OMol25 entry of this formula, charge and spin): 0.0 kJ/mol
electronic energy: -30541.10713 eV

Each line ends with the Löwdin charge.
Cartesian coordinates (Å):
1 C -0.87747 -2.58557 -3.19606  -0.1062
2 C -0.61199 -2.53828 -1.70250  -0.5792
3 C -1.87018 -2.69447 -0.86952  -0.1381
4 P 0.33879 -1.03423 -1.15868  1.0614
5 C 1.94697 -1.32447 -2.06084  -0.5792
6 C 2.45497 -2.73851 -1.83010  -0.1304
7 C 2.99394 -0.32576 -1.60234  -0.1364
8 C -0.42579 0.37329 -2.12105  -0.5667
9 C 0.21470 1.68454 -1.69997  -0.1296
10 C -1.92548 0.44787 -1.89380  -0.1320
11 H -1.38052 -3.51746 -3.46889  0.0864
12 H -1.52157 -1.76720 -3.51838  0.0645
13 H 0.04434 -2.52227 -3.77860  0.0729
14 H 0.05036 -3.37398 -1.43635  0.0852
15 H -2.41879 -3.59181 -1.16547  0.0831
16 H -1.63899 -2.77893 0.19506  0.0565
17 H -2.55127 -1.85250 -0.98230  0.0463
18 H 1.73282 -1.17599 -3.12736  0.1050
19 H 3.44476 -2.87420 -2.27328  0.0844
20 H 2.55184 -2.94139 -0.76171  0.0807
21 H 1.80377 -3.50141 -2.25988  0.0621
22 H 3.96386 -0.53953 -2.05921  0.0823
23 H 2.74418 0.70201 -1.85632  0.0432
24 H 3.12443 -0.37541 -0.51982  0.0707
25 H -0.21662 0.17981 -3.18187  0.1107
26 H -0.27994 2.53482 -2.17658  0.0837
27 H 0.13237 1.82282 -0.62022  0.0529
28 H 1.26814 1.74702 -1.96354  0.0483
29 H -2.34630 1.34651 -2.35249  0.0843
30 H -2.46053 -0.40492 -2.31232  0.0525
31 H -2.14850 0.49924 -0.82616  0.0679
32 C 0.06520 -0.39557 3.16227  -0.0968
33 C -1.01909 -1.35645 3.69043  -0.1292
34 C -2.31064 -0.62320 3.48070  0.0611
35 C -2.07991 0.61730 2.98041  0.0053
36 C -0.69531 0.85368 2.79232  -0.0604
37 C -0.10219 2.07829 2.38639  -0.1731
38 C -0.87716 3.15491 1.90765  0.0064
39 C -0.28304 4.34560 1.56881  -0.0422
40 C 1.08471 4.51538 1.70701  -0.0174
41 C 1.86397 3.46922 2.16824  -0.0389
42 C 1.29084 2.26533 2.49182  0.0143
43 H 0.83355 -0.18172 3.91753  0.1401
44 H 0.56971 -0.79997 2.27430  0.1226
45 H -1.01485 -2.31495 3.15372  0.1327
46 H -0.86551 -1.57033 4.75709  0.1390
47 H -3.28436 -1.00408 3.73951  0.1321
48 H -2.85025 1.34672 2.79901  0.1216
49 H -1.94120 3.03154 1.79622  0.1160
50 H -0.88830 5.15607 1.19956  0.1191
51 H 1.53825 5.46141 1.45623  0.1234
52 H 2.92518 3.60761 2.28733  0.1192
53 H 1.90403 1.46360 2.86400  0.1181



Entry from the OMol25 dataset: a molecular structure, C22H21IN7O2STi (wB97M-V/def2-TZVPD).

Output
<S²>: 2.01
Kohn-Sham gap (alpha / beta): 0.1923 / 0.2447 hartree
highest occupied orbital energy (alpha / beta): -0.120 / -0.172 Ha
largest force on an atom: 0.2 eV/A
multiplicity: 3
total charge: -1
relative energy (zero: lowest compared OMol25 entry of this formula, charge and spin): 9.1 kJ/mol
electronic energy: -79733.21290 eV

Each line ends with the Löwdin charge.
Cartesian coordinates (Å):
1 Ti 0.34562 0.17572 -0.81123  0.6151
2 C -2.75978 -2.62818 0.82623  -0.0118
3 C -1.67570 -1.90060 0.08785  -0.3067
4 N -1.27224 -0.70191 0.40326  -0.0913
5 O -1.92193 -0.16551 1.52206  -0.0531
6 C -1.02108 -2.52944 -1.03077  -0.3149
7 C -1.42536 -3.86118 -1.57693  -0.0441
8 N -0.05880 -1.80206 -1.57402  -0.2196
9 O 0.58098 -2.22223 -2.60322  -0.1788
10 H -3.10193 -2.05931 1.68344  0.0674
11 H -2.39439 -3.60255 1.15719  0.0843
12 H -3.60261 -2.81311 0.15650  0.0845
13 H -1.51349 0.70772 1.62272  0.0383
14 H -1.19547 -4.67918 -0.88736  0.0750
15 H -0.86533 -4.01936 -2.49697  0.0633
16 H -2.49526 -3.90559 -1.79823  0.0718
17 S 0.04958 2.55907 0.11736  0.5554
18 C -0.37896 2.58991 1.83014  -0.7179
19 C 0.43450 2.02484 2.82236  -0.1244
20 C 0.06549 2.04431 4.15933  -0.0990
21 C -1.12708 2.63314 4.55638  -0.1183
22 C -1.94557 3.20398 3.59054  -0.1079
23 C -1.57894 3.18075 2.25254  -0.1442
24 H 1.36991 1.56754 2.52825  0.0785
25 H 0.71822 1.59244 4.89753  0.0966
26 H -1.41598 2.64435 5.59980  0.0888
27 H -2.88220 3.66658 3.87953  0.0935
28 H -2.22376 3.62011 1.50110  0.0928
29 N 2.08053 0.74962 -1.95460  0.0657
30 C 3.17172 0.81674 -2.36346  -0.3383
31 N 4.35378 0.90467 -2.86447  0.0503
32 C 5.37984 0.99802 -2.03380  -0.4394
33 N 6.32479 1.08371 -1.36588  0.0557
34 I 2.16682 -3.74045 3.52628  0.8478
35 C 2.56575 -2.00942 2.42805  -0.7056
36 C 3.73212 -1.29334 2.63535  -0.1324
37 C 3.93115 -0.15410 1.87352  -0.0366
38 C 2.96493 0.22334 0.95809  -0.1387
39 N 1.84470 -0.47650 0.76071  -0.0050
40 C 1.65141 -1.58314 1.48086  -0.1806
41 H 4.46377 -1.61541 3.36346  0.0961
42 H 4.83207 0.43386 1.98082  0.1135
43 H 3.07485 1.11310 0.35368  0.0989
44 H 0.74204 -2.13451 1.28023  0.0902
45 C -2.48120 1.26635 -4.81835  -0.0840
46 C -2.84368 1.75098 -3.57159  -0.0672
47 C -2.04028 1.45852 -2.48364  -0.1365
48 N -0.92365 0.73150 -2.58520  -0.0258
49 C -0.57505 0.26077 -3.78763  -0.1176
50 C -1.32990 0.50487 -4.92315  -0.0552
51 H -3.08549 1.47996 -5.69122  0.0995
52 H -3.73439 2.34992 -3.43882  0.0991
53 H -2.27807 1.82005 -1.49161  0.0806
54 H 0.31365 -0.35793 -3.80974  0.0891
55 H -1.01061 0.09861 -5.87327  0.1028



Entry from the OMol25 dataset: a molecular structure, C12H4N2O2PdS8 at a distorted geometry (wB97M-V/def2-TZVPD).

Output
<S²>: 2.01
Kohn-Sham gap (alpha / beta): 0.1637 / 0.1745 hartree
highest occupied orbital energy (alpha / beta): -0.022 / -0.032 Ha
largest force on an atom: 1.3 eV/A
multiplicity: 3
total charge: -2
relative energy (zero: lowest compared OMol25 entry of this formula, charge and spin): 20.3 kJ/mol
electronic energy: -109749.14367 eV

Each line ends with the Löwdin charge.
Cartesian coordinates (Å):
1 Pd -1.14175 -0.00033 0.00070  0.0713
2 O -3.48490 4.15991 5.01026  -0.1344
3 C -3.03485 3.45460 4.12843  -1.0859
4 S -3.27335 3.75239 2.41003  0.8932
5 C -2.35893 2.37195 1.78477  -1.2098
6 C -1.82560 1.54085 2.71414  -1.2035
7 S -0.95581 0.09326 2.39714  0.4170
8 S -2.09666 1.99374 4.40655  0.8930
9 S -2.21949 2.19788 0.07830  0.4405
10 O -3.48903 -4.16200 -5.00575  -0.1344
11 C -3.03824 -3.45641 -4.12453  -1.0859
12 S -3.27428 -3.75434 -2.40580  0.8932
13 C -2.35985 -2.37337 -1.78176  -1.2098
14 C -1.82823 -1.54196 -2.71183  -1.2035
15 S -0.95887 -0.09386 -2.39598  0.4170
16 S -2.10126 -1.99501 -4.40388  0.8930
17 S -2.21826 -2.19920 -0.07548  0.4405
18 N 6.73249 0.00197 -0.00417  0.1388
19 C 5.58274 0.00165 -0.00348  -0.1950
20 C 4.16137 0.00125 -0.00264  -0.2372
21 C 3.43705 -1.15959 -0.28617  -0.0118
22 C 2.05775 -1.10412 -0.27598  -0.1180
23 N 1.37052 0.00042 -0.00092  0.0113
24 C 2.05744 1.10537 0.27328  -0.1180
25 C 3.43672 1.16166 0.28176  -0.0118
26 H 3.95548 -2.08142 -0.51419  0.1123
27 H 1.45673 -1.97884 -0.50178  0.1128
28 H 1.45619 1.97973 0.49986  0.1128
29 H 3.95486 2.08381 0.50914  0.1123



- Which value of largest force on an atom does entry 5 give?
  1.3 eV/A